Entry 1:
Here is a molecular structure, C48H48N2O2P2PtS3 from the Open Molecules 2025 dataset. Energies are from ωB97M-V/def2-TZVPD.

- Highest occupied orbital energy: -0.4816 hartree
- 2S+1: 1
- F_max: 0.2 eV/Å
- Relative energy (zero: lowest compared OMol25 entry of this formula, charge and spin): 0.000 eV
- Electronic energy: -4114.08497 Ha
- Total charge: +2

Last column: Löwdin charge in e.
Atoms and positions in Å:
Pt 0.283248 -0.754861 -0.048905  0.537
O -1.066007 0.235567 2.703032  -0.383
S 0.021183 -0.576639 2.168283  0.753
C -0.168850 -2.269448 2.692364  -0.335
C 0.214803 -2.724457 3.942933  -0.035
C -0.045597 -4.043527 4.282054  -0.031
C -0.684632 -4.883344 3.380176  -0.026
C -1.069245 -4.413657 2.131424  -0.048
C -0.822422 -3.093402 1.774382  -0.320
P -1.325131 -2.403685 0.150685  0.932
C -1.097160 -3.792097 -0.979951  -0.378
C 0.197129 -4.311853 -1.068718  -0.102
C 0.463603 -5.361610 -1.927876  -0.053
C -0.555696 -5.902876 -2.704063  -0.049
C -1.841201 -5.392953 -2.615107  -0.052
C -2.115335 -4.338080 -1.753110  -0.095
C -3.073614 -2.017381 0.327462  -0.358
C -3.458922 -0.680644 0.260294  -0.103
C -4.789783 -0.340180 0.466912  -0.057
C -5.726077 -1.324294 0.743654  -0.048
C -5.339770 -2.658606 0.819171  -0.049
C -4.015917 -3.006989 0.617294  -0.080
C 1.543328 -0.001486 2.889081  -0.363
C 1.549593 0.359567 4.229356  -0.064
C 2.721262 0.860491 4.775210  -0.036
C 3.851724 1.010723 3.980980  -0.027
C 3.818530 0.677078 2.634709  -0.045
C 2.653127 0.166410 2.070699  -0.351
P 2.525698 -0.258630 0.304458  0.933
C 3.299018 -1.893979 0.147563  -0.356
C 3.686432 -2.624945 1.269058  -0.066
C 4.175287 -3.916398 1.121351  -0.054
C 4.285851 -4.480530 -0.139920  -0.056
C 3.899595 -3.757202 -1.261432  -0.068
C 3.397215 -2.473982 -1.121357  -0.142
C 3.589343 0.944062 -0.522787  -0.354
C 4.664778 0.563645 -1.322349  -0.060
C 5.441934 1.533179 -1.942214  -0.051
C 5.152875 2.876891 -1.765463  -0.050
C 4.087472 3.259928 -0.958695  -0.053
C 3.305925 2.299527 -0.339886  -0.103
H 0.724276 -2.076238 4.642153  0.110
H 0.257527 -4.417405 5.250496  0.123
H -0.876862 -5.913900 3.647129  0.123
H -1.540823 -5.087596 1.427364  0.118
H 0.998788 -3.891486 -0.468724  0.093
H 1.467011 -5.762047 -1.990860  0.108
H -0.346034 -6.726175 -3.373982  0.116
H -2.637418 -5.816957 -3.212324  0.116
H -3.125576 -3.953156 -1.689424  0.103
H -2.718777 0.089860 0.063324  0.064
H -5.094311 0.698061 0.425515  0.109
H -6.761116 -1.055096 0.907730  0.117
H -6.070978 -3.424240 1.040881  0.117
H -3.722011 -4.047547 0.687843  0.109
H 0.644270 0.283024 4.818983  0.128
H 2.748649 1.147856 5.818014  0.125
H 4.762075 1.407391 4.410887  0.123
H 4.694657 0.831070 2.017059  0.127
H 3.608522 -2.198570 2.260865  0.105
H 4.477659 -4.477885 1.995379  0.115
H 4.678862 -5.482691 -0.250435  0.116
H 3.990149 -4.192648 -2.248305  0.118
H 3.082048 -1.923626 -1.999925  0.067
H 4.916182 -0.478968 -1.453876  0.100
H 6.281129 1.233229 -2.555473  0.117
H 5.764430 3.629141 -2.246149  0.117
H 3.870423 4.309234 -0.807090  0.103
H 2.480944 2.600707 0.295813  0.086
C -2.893246 0.997820 -3.167643  -0.025
N -1.840090 -0.014610 -3.180062  -0.160
C -2.334491 -1.383833 -3.237131  -0.045
C -0.554474 0.293050 -3.021964  -0.658
S 0.605660 -0.877265 -2.409736  0.659
N -0.102404 1.471807 -3.439921  -0.176
C 1.138357 2.039034 -2.919220  -0.070
C -0.672127 2.185992 -4.584668  -0.015
H -3.679437 0.640909 -2.501458  0.096
H -3.323009 1.159456 -4.156570  0.105
H -2.499942 1.929663 -2.773752  0.065
H -2.983863 -1.482805 -4.108982  0.112
H -2.917962 -1.604385 -2.344071  0.072
H -1.511278 -2.082598 -3.318921  0.054
H 1.252445 1.771451 -1.876185  0.032
H 1.068093 3.123483 -3.003588  0.101
H 2.006370 1.690390 -3.481944  0.105
H -1.315940 1.526770 -5.159092  0.097
H 0.153378 2.499757 -5.222405  0.107
H -1.230398 3.070561 -4.275828  0.100
C -2.644664 3.551150 0.577679  -0.205
S -1.245010 3.124636 -0.456642  0.925
O -1.165416 1.621340 -0.406449  -0.593
C 0.038363 3.788511 0.581964  -0.407
C 0.294301 3.241179 1.833353  -0.074
C 1.304735 3.787844 2.607403  -0.055
C 2.042514 4.870443 2.135842  -0.050
C 1.775765 5.409086 0.885811  -0.073
C 0.771802 4.861255 0.097165  -0.087
H -2.544543 3.033708 1.531508  0.067
H -3.542594 3.221261 0.056393  0.054
H -2.671499 4.631287 0.716141  0.073
H -0.292930 2.404455 2.193917  0.089
H 1.512988 3.377784 3.587177  0.107
H 2.821803 5.300355 2.751776  0.117
H 2.341575 6.258727 0.526922  0.118
H 0.559274 5.267058 -0.885344  0.114

Force components x, y, z for each atom (eV/Å):
0.1 0.1 -0.1
-0.1 0.0 0.0
0.1 -0.1 0.0
-0.1 0.0 -0.1
0.0 0.0 0.0
0.0 0.0 0.0
0.0 0.0 0.0
0.0 0.0 0.0
0.0 0.0 0.0
-0.1 -0.1 0.1
0.1 0.0 0.1
0.0 0.0 0.0
0.0 0.0 0.0
0.0 0.0 0.0
0.0 0.0 0.0
-0.1 0.0 0.0
0.0 0.0 0.0
0.0 0.1 0.0
0.0 0.0 0.0
0.0 0.0 0.0
0.0 0.0 0.0
0.0 0.0 0.0
0.0 0.0 0.0
0.0 0.0 0.0
0.0 0.0 0.0
0.0 0.0 0.0
0.0 0.0 0.0
0.0 0.0 0.0
0.1 -0.1 0.1
0.0 0.0 0.0
0.0 0.0 0.0
0.0 0.0 0.0
0.0 0.0 0.0
0.0 0.0 0.0
0.0 0.0 0.1
0.0 0.0 -0.1
0.0 0.0 0.0
0.0 0.0 0.0
0.0 0.0 0.0
0.0 0.0 0.0
0.0 0.0 0.0
0.0 0.0 0.0
0.0 0.0 0.0
0.0 0.0 0.0
0.0 0.0 0.0
0.0 0.0 0.0
0.0 0.0 0.0
0.0 0.0 0.0
0.0 0.0 0.0
0.0 0.0 0.0
0.0 0.0 0.0
0.0 0.0 0.0
0.0 0.0 0.0
0.0 0.0 0.0
0.0 0.0 0.0
0.0 0.0 0.0
0.0 0.0 0.0
0.0 0.0 0.0
0.0 0.0 0.0
0.0 0.0 0.0
0.0 0.0 0.0
0.0 0.0 0.0
0.0 0.0 0.0
0.0 0.0 0.0
0.0 0.0 0.0
0.0 0.0 0.0
0.0 0.0 0.0
0.0 0.0 0.0
0.0 0.0 0.0
0.0 0.0 0.0
0.0 0.0 0.0
0.0 0.0 0.0
-0.1 0.0 -0.1
0.0 0.0 0.1
0.0 0.1 -0.1
0.0 0.0 -0.1
0.0 0.0 0.0
0.0 0.0 0.0
0.0 0.0 0.0
0.0 0.0 0.0
0.0 0.0 0.0
0.0 0.0 0.0
0.0 0.0 0.0
0.0 0.0 0.1
0.0 0.0 0.0
0.0 0.0 0.0
0.0 0.0 0.0
0.0 0.0 0.0
0.0 0.0 0.0
0.0 0.0 0.0
-0.1 0.0 0.0
0.1 0.1 0.0
0.0 0.0 0.0
0.0 0.0 0.0
0.0 0.0 0.0
0.0 0.0 0.0
0.0 0.0 0.0
0.0 0.0 0.0
0.0 0.0 0.0
0.0 0.0 0.0
0.0 0.0 0.0
0.0 0.0 0.0
0.0 0.0 0.0
0.0 0.0 0.0
0.0 0.0 0.0
0.0 0.0 0.0

Entry 2:
Here is a molecular structure, C48H48N4Zr from the Open Molecules 2025 dataset. Energies are from ωB97M-V/def2-TZVPD.

- Highest occupied orbital energy: -0.4573 hartree
- 2S+1: 1
- F_max: 0.9 eV/Å
- Relative energy (zero: lowest compared OMol25 entry of this formula, charge and spin): 0.000 eV
- Electronic energy: -2123.62725 Ha
- Total charge: +2

Last column: Löwdin charge in e.
Atoms and positions in Å:
Zr -0.228277 -0.291990 -0.839777  1.772
C -0.715501 4.197525 0.899495  -0.042
C -2.083401 3.515276 0.992854  -0.355
C -2.056119 2.337216 1.971449  -0.054
C -2.666630 3.126022 -0.354022  -0.140
C -3.864840 3.696008 -0.765107  -0.008
C -4.447390 3.359639 -1.976217  -0.038
C -3.864795 2.398854 -2.781091  -0.024
C -2.670326 1.788148 -2.409327  -0.139
C -2.116453 0.684107 -3.313279  -0.364
C -1.402756 1.201802 -4.567179  -0.018
C -3.206881 -0.305294 -3.724055  -0.069
C -2.056237 2.206011 -1.216239  -0.177
N -0.770945 1.644762 -0.922075  -0.115
C 0.334283 2.088930 -1.626452  -0.204
C 1.547289 1.385666 -1.568074  -0.183
N 1.697798 0.289554 -0.734426  -0.130
C 2.900736 -0.476329 -0.719358  -0.183
C 3.946705 -0.170310 0.150859  -0.140
C 5.076287 -0.982528 0.114837  -0.008
C 5.153942 -2.061957 -0.749043  -0.033
C 4.097723 -2.351467 -1.599825  -0.020
C 2.953126 -1.564096 -1.597632  -0.148
C 1.837202 -1.905620 -2.576486  -0.382
C 1.279850 -3.309419 -2.324232  -0.053
C 2.274428 -1.731616 -4.030897  -0.027
C 3.882588 1.025471 1.080408  -0.375
C 4.111639 0.604134 2.535722  -0.055
C 4.884801 2.105519 0.663397  -0.037
C 2.474224 1.973488 -2.548629  -0.086
C 3.759159 1.721363 -2.960113  0.005
C 4.334068 2.578285 -3.932776  -0.038
C 3.656218 3.649789 -4.462345  0.014
C 2.328672 3.931618 -4.046127  -0.141
C 1.492568 4.990328 -4.486266  0.015
C 0.222605 5.125537 -3.978117  -0.034
C -0.311458 4.228922 -3.019705  0.019
C 0.476359 3.190419 -2.589951  -0.113
C 1.783209 3.068915 -3.105882  -0.102
H -0.451854 4.630489 1.865105  0.088
H -0.725153 5.004028 0.165294  0.087
H 0.073589 3.495257 0.625414  0.064
H -2.777368 4.247667 1.412408  0.134
H -1.332324 1.583586 1.654795  0.034
H -3.036973 1.866573 2.058167  0.088
H -1.762954 2.681839 2.964493  0.088
H -4.345170 4.421650 -0.120643  0.125
H -5.372507 3.829800 -2.281491  0.119
H -4.350379 2.119265 -3.706482  0.119
H -1.334981 0.087908 -2.762253  0.060
H -2.086649 1.851744 -5.116161  0.104
H -1.126545 0.374348 -5.222438  0.092
H -0.512891 1.777722 -4.332137  0.068
H -3.881001 0.164514 -4.438674  0.091
H -3.804989 -0.638575 -2.874394  0.091
H -2.772397 -1.165586 -4.236447  0.081
H 5.909894 -0.763782 0.770017  0.123
H 6.040721 -2.681037 -0.762509  0.118
H 4.178055 -3.195511 -2.273502  0.121
H 0.983065 -1.171842 -2.496578  0.068
H 2.055123 -4.051058 -2.513907  0.093
H 0.445907 -3.527970 -2.993822  0.082
H 0.956255 -3.441045 -1.288452  0.077
H 3.099246 -2.412733 -4.244828  0.095
H 2.614307 -0.714581 -4.226017  0.082
H 1.459710 -1.966651 -4.717178  0.090
H 2.883633 1.463359 0.997760  0.110
H 5.141739 0.280949 2.689526  0.085
H 3.464954 -0.228921 2.820834  0.065
H 3.927969 1.441566 3.210336  0.089
H 5.907098 1.724775 0.692737  0.089
H 4.827322 2.956563 1.343060  0.090
H 4.682271 2.462424 -0.347130  0.071
H 4.339906 0.899410 -2.560268  0.115
H 5.346034 2.382517 -4.260610  0.114
H 4.136672 4.282906 -5.197484  0.125
H 1.860112 5.696860 -5.219666  0.125
H -0.396271 5.944770 -4.318394  0.114
H -1.319512 4.374580 -2.652338  0.115
C 0.581242 -0.854018 3.593154  0.003
C 0.563920 -0.427689 2.264996  -0.089
N -0.154251 -1.042377 1.332277  -0.010
C -0.890200 -2.125422 1.678983  -0.149
C -0.931683 -2.622175 2.981945  -0.114
C -0.167679 -1.946396 3.954306  0.055
C -1.728086 -3.781750 3.262604  0.020
C -2.423070 -4.395570 2.278889  0.017
C -2.387330 -3.902338 0.931466  -0.115
C -3.081667 -4.510778 -0.131064  0.054
C -2.987098 -3.978483 -1.393009  0.004
C -2.209175 -2.839399 -1.590076  -0.103
N -1.546794 -2.234176 -0.610931  -0.013
C -1.629280 -2.765609 0.638862  -0.150
H 1.181075 -0.320455 4.316239  0.127
H 1.140750 0.430476 1.943208  0.108
H -0.175651 -2.296243 4.979061  0.140
H -1.759146 -4.160469 4.275601  0.134
H -3.017562 -5.274017 2.492375  0.133
H -3.680955 -5.393883 0.051834  0.140
H -3.502875 -4.422623 -2.232023  0.129
H -2.122721 -2.408670 -2.579958  0.097

Force components x, y, z for each atom (eV/Å):
0.4 0.6 -0.6
0.0 0.0 0.0
0.0 0.0 0.0
0.0 0.0 0.0
0.3 -0.1 0.0
0.0 0.0 0.0
0.0 0.1 0.0
0.1 -0.1 0.0
0.0 0.0 0.0
0.0 0.1 0.0
-0.1 0.0 0.1
0.0 0.0 0.1
-0.2 0.0 -0.2
0.0 -0.3 0.6
-0.1 -0.1 0.0
0.0 -0.1 -0.1
-0.3 -0.1 0.6
-0.1 -0.2 -0.1
0.0 0.2 0.0
0.0 0.0 0.0
0.0 0.0 0.0
0.1 0.0 0.0
0.1 0.0 -0.1
-0.2 0.0 0.1
0.0 0.1 0.0
0.1 0.0 0.0
0.0 0.0 0.1
0.0 0.0 0.0
0.0 0.0 0.0
0.1 -0.1 -0.1
-0.1 0.0 0.0
0.0 0.0 0.0
0.0 0.0 0.0
0.0 0.0 0.0
0.0 0.0 0.0
0.0 0.0 0.0
0.0 -0.1 0.1
-0.1 0.1 -0.1
0.0 0.0 0.0
0.0 0.0 0.0
0.0 0.0 0.0
0.0 0.0 0.0
0.0 0.0 0.0
0.0 0.0 0.0
0.0 0.0 0.0
0.0 0.0 0.0
0.0 0.0 0.0
0.0 0.0 0.0
0.0 0.0 0.0
-0.1 0.0 0.0
0.0 0.0 0.0
0.0 0.0 0.0
0.0 0.0 0.0
0.0 0.0 0.0
0.0 0.0 0.0
0.0 0.0 0.0
0.0 0.0 0.0
0.0 0.0 0.0
0.0 0.0 0.0
0.2 -0.1 0.1
0.0 0.0 0.0
0.0 0.0 0.0
0.0 0.0 0.0
0.0 0.0 0.0
0.0 0.0 0.0
0.0 0.0 0.0
0.0 0.0 0.0
0.0 0.0 0.0
0.0 0.0 0.0
0.0 0.0 0.0
0.0 0.0 0.0
0.0 0.0 0.0
0.0 0.0 0.0
0.0 0.0 0.0
0.0 0.0 0.0
0.0 0.0 0.0
0.0 0.0 0.0
0.0 0.0 0.0
0.0 0.0 0.0
0.0 -0.1 0.1
0.0 0.0 0.0
0.2 0.3 -0.1
0.0 0.0 0.1
0.0 0.0 0.0
0.0 0.0 0.0
-0.1 -0.1 -0.1
0.0 0.0 0.1
0.0 0.0 0.0
0.0 0.0 0.0
0.0 -0.1 0.0
0.1 0.1 -0.1
0.0 0.0 -0.1
-0.1 -0.1 0.0
0.0 0.0 0.0
0.0 0.0 0.0
0.0 0.0 0.0
0.0 0.0 0.0
0.0 0.0 0.0
0.0 0.0 0.0
0.0 0.0 0.0
0.0 0.0 0.0